Here is C3H4O2Pb as an isolated structure at a distorted geometry from the Open Molecules 2025 dataset. Energies are from ωB97M-V/def2-TZVPD.

Output
- Net charge: +1
- HOMO energy (alpha / beta): -0.4730 / -0.4748 Eh
- Spin multiplicity: 2

Geometry (Å):
H (-2.8235, -0.9521, 1.1770)
O (1.3393, 0.2351, -0.1647)
O (-0.2092, 1.5757, 0.8248)
C (0.3956, -0.6209, -0.5671)
C (0.9300, -1.6880, -1.3859)
C (0.8980, 1.3369, 0.4932)
H (0.4457, -2.6336, -1.0930)
H (0.5086, -1.4888, -2.3941)
H (2.0227, -1.7527, -1.4330)
Pb (-1.7756, 0.0082, 0.1225)

Here is C2H6NO2 as an isolated structure at a distorted geometry from the Open Molecules 2025 dataset. Energies are from ωB97M-V/def2-TZVPD.

Output
- Net charge: -1
- HOMO energy: -0.1427 Eh
- Energy above the lowest of the compared OMol25 structures with the same formula, charge and spin: 1.6069 eV

Geometry (Å):
C (0.8433, 0.3880, 1.9939)
O (0.7345, 1.4186, 1.0716)
H (-0.0108, 0.4784, 2.7157)
H (0.7988, -0.6412, 1.5715)
H (1.7582, 0.5005, 2.6233)
C (-0.2356, -0.9069, -1.1262)
N (-0.3356, 0.4263, -0.8025)
O (-1.1840, -1.4942, -1.6693)
H (0.7683, -1.3803, -0.9589)
H (0.2225, 0.9293, 0.2244)
H (-1.2375, 0.8484, -0.9832)

Here is C24H14F7KN2O3 as an isolated structure at a distorted geometry from the Open Molecules 2025 dataset. Energies are from ωB97M-V/def2-TZVPD.

Output
- Net charge: -2
- HOMO energy: -0.0308 Eh
- Energy above the lowest of the compared OMol25 structures with the same formula, charge and spin: 0.0000 eV

Geometry (Å):
K (0.3381, 0.7929, -1.7505)
C (3.3308, 2.0940, -1.6279)
O (2.6469, 1.3261, -0.6440)
C (2.9315, 1.5758, 0.6729)
C (4.0342, 2.3109, 1.0852)
C (4.2660, 2.4811, 2.4509)
C (3.4031, 1.9354, 3.3845)
C (2.2874, 1.2132, 2.9389)
C (1.9905, 1.0398, 1.5842)
N (0.8504, 0.3213, 1.0900)
N (0.0557, -0.0448, 2.0137)
C (-1.0739, -0.7720, 1.8139)
C (-1.5942, -1.3397, 0.5282)
O (-1.0673, -1.1676, -0.5626)
C (-2.7939, -2.1924, 0.6839)
C (-3.3571, -2.5391, 1.8454)
C (-2.8539, -2.0110, 3.0683)
C (-3.4561, -2.4178, 4.2775)
C (-3.0291, -1.9506, 5.4948)
C (-1.9760, -1.0046, 5.5004)
C (-1.3841, -0.5919, 4.3150)
C (-1.7738, -1.0885, 3.0428)
H (4.4023, 1.8961, -1.5780)
H (3.1478, 3.1796, -1.4843)
H (2.9340, 1.7756, -2.5853)
H (4.7362, 2.6925, 0.3475)
H (5.1261, 3.0331, 2.7961)
H (3.6279, 2.0183, 4.4374)
H (1.6024, 0.7802, 3.6641)
H (-3.1362, -2.5995, -0.2666)
H (-4.1892, -3.2501, 1.9145)
H (-4.2240, -3.1712, 4.2456)
H (-3.4797, -2.3116, 6.4243)
H (-1.6146, -0.6091, 6.4447)
H (-0.5528, 0.1005, 4.3692)
F (-2.3209, -2.7119, -6.9193)
C (-1.3713, -2.0545, -6.1864)
C (-0.8636, -2.5651, -5.0209)
F (-1.2675, -3.7969, -4.6172)
C (0.0575, -1.8541, -4.2640)
F (0.5424, -2.4200, -3.1203)
C (0.6133, -0.6063, -4.6732)
O (1.5308, 0.0214, -4.0516)
C (0.0250, -0.1219, -5.8667)
F (0.4642, 1.0718, -6.3627)
C (-0.9328, -0.7974, -6.6061)
F (-1.3995, -0.2500, -7.7448)
F (-2.3205, 3.3101, -1.8632)
C (-1.0417, 3.2723, -1.1150)
F (-0.4818, 4.5961, -1.4495)
H (-1.3888, 3.4016, -0.0740)

Here is an isolated ion of composition C2H5N2S and charge +1 at a distorted geometry from the Open Molecules 2025 dataset. Energies are from ωB97M-V/def2-TZVPD.

Output
- Net charge: +1
- HOMO energy: -0.5246 Eh
- SMILES: [H]/N=C(\[NH3+])C=S
- Energy above the lowest of the compared OMol25 structures with the same formula, charge and spin: 2.1889 eV

Geometry (Å):
H (1.8810, -1.4920, -0.0213)
N (0.9500, -1.3705, 0.0745)
C (0.0280, -0.6240, -0.0050)
N (0.6318, 1.0888, -0.1202)
C (-1.4460, -0.7646, -0.0088)
S (-2.4427, 0.5057, -0.1014)
H (-0.2144, 1.6508, 0.0250)
H (1.4161, 1.5880, -0.6912)
H (0.9760, 1.1356, 0.8988)
H (-1.7800, -1.7179, -0.0502)

Here is a 2-piece molecular cluster, C2H5N3O4 overall at a distorted geometry from the Open Molecules 2025 dataset. Energies are from ωB97M-V/def2-TZVPD.

Output
- HOMO energy: -0.3595 Eh
- SMILES: [H]/N=C1\O[C@]1(O)[N+](=O)[O-].N
- Energy above the lowest of the compared OMol25 structures with the same formula, charge and spin: 3.6225 eV

Geometry (Å):
H (1.1378, 1.7118, 2.4699)
N (0.5159, 1.1969, 1.8866)
C (1.0286, 0.3734, 1.1263)
O (2.2193, -0.2805, 0.7998)
C (1.0459, -0.4258, -0.0437)
O (0.3986, -1.5757, -0.1980)
N (1.0828, 0.2728, -1.3516)
O (0.6580, -0.3514, -2.3333)
O (1.3596, 1.4516, -1.4423)
H (0.4152, -1.9062, -1.1615)
N (-2.5771, -0.1893, 0.2396)
H (-1.6435, -0.1271, 0.4258)
H (-2.8531, -0.9414, -0.4774)
H (-2.7880, 0.7909, 0.0598)

Here is C7H23LiN4O7 as an isolated structure at a distorted geometry from the Open Molecules 2025 dataset. Energies are from ωB97M-V/def2-TZVPD.

Output
- HOMO energy: -0.1911 Eh
- Energy above the lowest of the compared OMol25 structures with the same formula, charge and spin: 5.9780 eV

Geometry (Å):
Li (-0.7081, -1.1846, 0.4230)
C (0.4898, -2.1360, 3.8280)
O (0.4083, -2.7948, 2.5878)
H (-0.2689, -2.2834, 4.5967)
H (1.5375, -2.3422, 4.0467)
H (0.4141, -1.0811, 3.5642)
C (0.0065, -1.3439, -4.0616)
C (-0.8577, -2.5721, -3.7778)
O (-0.5593, -2.9152, -2.3817)
O (-0.4483, -0.3935, -3.1381)
H (-0.2823, -1.1840, -5.1004)
H (1.0842, -1.4997, -4.0141)
H (-0.5270, -3.3437, -4.4731)
H (-1.9416, -2.4617, -3.8092)
H (-0.4569, -3.8681, -2.3251)
H (-1.0920, 0.2283, -3.4853)
C (4.2346, 0.0105, 0.0632)
C (4.0515, -1.3944, -0.5358)
O (4.5689, -2.3234, 0.4033)
O (5.4223, 0.6140, -0.2715)
H (3.9528, 0.1132, 1.1111)
H (3.6528, 0.7425, -0.4968)
H (4.5144, -1.5032, -1.5166)
H (2.9956, -1.6265, -0.6746)
H (5.4137, -2.5529, 0.0094)
H (6.1062, 0.0349, 0.0729)
C (-4.7713, 0.0673, 1.2562)
O (-4.0762, -0.5765, 0.5148)
N (-4.4543, 1.2618, 1.7127)
N (-5.9487, -0.3319, 1.6433)
H (-3.5517, 1.5824, 1.3922)
H (-5.1621, 1.8811, 2.0809)
H (-6.1917, 0.6081, 1.9218)
H (-6.5221, -0.8794, 1.0176)
C (-0.0982, 3.8004, 0.8894)
O (-0.4307, 2.6283, 0.7489)
N (0.2451, 4.4519, 1.9882)
N (-0.2384, 4.7461, 0.0144)
H (0.0548, 4.0024, 2.8724)
H (0.3772, 5.4477, 1.8837)
H (-0.1030, 5.7278, 0.2093)
H (-0.8401, 4.6433, -0.7902)

Here is a 3-piece molecular cluster, C7H11F4NO2 overall at a distorted geometry from the Open Molecules 2025 dataset. Energies are from ωB97M-V/def2-TZVPD.

Output
- HOMO energy: -0.2893 Eh
- Energy above the lowest of the compared OMol25 structures with the same formula, charge and spin: 4.0497 eV

Geometry (Å):
C (-4.1092, -2.1080, 0.8117)
C (1.7428, 1.2575, 1.8847)
C (2.1235, -1.3493, -1.2682)
C (1.1855, 1.1124, 0.4694)
C (0.8084, -0.6920, -1.1968)
C (-0.9910, -0.3058, 0.5174)
C (-2.0535, 1.2624, -0.9486)
N (0.5503, -0.1776, 0.1986)
O (-4.1393, -3.0013, 0.0988)
O (-4.1096, -1.1988, 1.5124)
F (-1.1042, 0.3488, 1.7178)
F (-3.4036, 1.2389, -0.9906)
F (-1.5119, 0.6682, -2.1139)
F (-1.7086, 2.6017, -0.9193)
H (2.4837, 0.4435, 1.8772)
H (2.1069, 2.2139, 1.9925)
H (0.9833, 1.0765, 2.5187)
H (2.5816, -1.1359, -2.1644)
H (2.6661, -0.7756, -0.4389)
H (1.9925, -2.3656, -0.8380)
H (2.0877, 1.3034, -0.2362)
H (0.4014, 1.7257, 0.0692)
H (0.0406, -1.3512, -1.4844)
H (0.4671, 0.1000, -1.9358)
H (0.9093, -0.8916, 0.8665)

Q: Which calculated total energy values were calculated for the entries above? A: -12505.3513 -7756.6598 -69584.0095 -15960.7488 -14809.9041 -28125.1436 -23887.2766, in eV.